Entry 1:
ORCA calculation (ωB97M-V/def2-TZVPD) on a structure of composition C10H18ClGaNO3S.

Computed properties:
gap between HOMO and LUMO = 0.26797 Ha
max |F| = 0.02885 Eh/bohr
2S+1 = 1
charge = -1
DFT total energy = -94027.616 eV

```
35
C10H18ClGaNO3S | the Open Molecules 2025 dataset | ωB97M-V/def2-TZVPD
C 1.93 3.09 -0.18
C 2.39 2.10 0.34
C 2.80 0.83 0.93
Ga 1.43 -0.66 0.57
C -0.10 0.03 -0.56
C 0.32 0.20 -2.04
C -0.72 -0.28 -3.06
C -1.80 0.71 -3.56
S -2.42 2.00 -2.50
O -1.38 2.85 -1.99
O -3.48 2.65 -3.24
Cl -3.36 1.02 -0.97
N 0.87 -1.43 2.31
C 0.44 -2.84 2.16
C 0.02 -0.62 3.00
C -0.66 -1.16 4.27
O -0.16 0.56 2.72
H 1.50 4.02 -0.46
H 3.75 0.54 0.49
H 2.93 0.97 2.00
H 2.18 -1.87 -0.20
H -1.01 -0.57 -0.50
H -0.37 1.01 -0.16
H 0.66 1.22 -2.24
H 1.20 -0.44 -2.20
H -0.17 -0.56 -3.97
H -1.18 -1.20 -2.71
H -2.69 0.15 -3.82
H -1.47 1.24 -4.45
H 0.08 -3.02 1.15
H 1.29 -3.50 2.35
H -0.35 -3.12 2.85
H -1.54 -1.74 3.98
H 0.01 -1.85 4.78
H -0.94 -0.33 4.91
```

These are the Mulliken partial charges, in e, on atoms 1 to 6: C -0.20; C -0.19; C -0.90; Ga 0.04; C -0.72; C -0.79

***

Entry 2:
ORCA calculation (ωB97M-V/def2-TZVPD) on a structure of composition C10H18ClN2O6S2Sm.

Computed properties:
gap between HOMO and LUMO (alpha / beta) = 0.34532 / 0.34604 Ha
expectation value of S² = 8.7571
max |F| = 0.10377 Eh/bohr
energy above the lowest of the compared OMol25 structures with the same formula, charge and spin = 120.74 kJ/mol
2S+1 = 6
DFT total energy = -78028.029 eV

```
40
C10H18ClN2O6S2Sm | the Open Molecules 2025 dataset | ωB97M-V/def2-TZVPD
Sm -0.42 -0.47 0.27
O -1.31 -2.40 0.57
S -1.30 -1.96 2.04
O -2.01 -2.84 2.91
O 0.15 -1.78 2.33
O -1.83 -0.56 1.94
Cl -0.11 -0.11 -2.23
N -2.92 4.53 -2.88
C -2.62 3.53 -2.01
C -3.25 2.28 -2.07
C -2.86 1.29 -1.21
N -1.93 1.45 -0.26
C -1.39 2.67 -0.14
C -1.69 3.73 -0.97
H -3.43 4.31 -3.71
H -2.30 5.32 -2.93
H -4.01 2.10 -2.81
H -3.30 0.29 -1.27
H -0.68 2.80 0.67
H -1.21 4.68 -0.85
C 2.64 -3.93 -0.37
S 1.02 -3.13 0.07
C 0.30 -3.41 -1.59
O 1.45 -1.69 -0.02
H 2.48 -4.95 -0.72
H 3.25 -3.94 0.52
H 3.11 -3.33 -1.14
H 0.30 -4.46 -1.83
H 0.87 -2.81 -2.30
H -0.73 -3.04 -1.53
C 1.64 0.67 3.22
C 1.97 0.79 1.78
C 3.36 0.44 1.32
O 1.12 1.13 0.96
H 2.48 0.91 3.87
H 1.36 -0.39 3.36
H 0.76 1.26 3.47
H 3.76 1.21 0.67
H 3.24 -0.46 0.71
H 4.03 0.25 2.15
```

These are the Mulliken partial charges, in e, on atoms 1 to 6: Sm 0.92; O -0.52; S 1.20; O -0.73; O -0.64; O -0.55

***

Entry 3:
ORCA calculation (ωB97M-V/def2-TZVPD) on the molecule C10H18N2O5.

Computed properties:
gap between HOMO and LUMO = 0.36777 Ha
max |F| = 0.10281 Eh/bohr
energy above the lowest of the compared OMol25 structures with the same formula, charge and spin = 362.31 kJ/mol
2S+1 = 1
DFT total energy = -23878.036 eV

```
35
C10H18N2O5 | the Open Molecules 2025 dataset | ωB97M-V/def2-TZVPD
C -1.81 0.30 1.55
C -0.85 -0.81 1.23
C -2.24 0.96 0.14
C -2.66 0.06 -1.02
C -0.93 1.58 -0.41
C 1.57 -1.38 0.84
C 2.63 -1.36 2.06
C 1.96 -0.67 -0.54
C 1.17 -0.95 -1.87
C 1.25 0.31 -2.80
H -1.32 1.26 3.48
H -1.51 2.10 2.08
H -2.83 0.07 1.95
H -2.98 1.79 0.28
H -2.91 0.88 -1.71
H -1.99 -0.69 -1.39
H -3.62 -0.49 -0.89
H -0.22 2.01 0.29
H -0.41 0.56 -0.83
H -1.06 2.20 -1.41
H 0.70 0.30 1.74
H 1.29 -2.50 0.77
H 1.98 0.46 -0.29
H 2.95 -0.90 -0.87
H 0.10 -1.07 -1.60
H 1.38 -1.74 -2.49
H 0.15 -0.36 -4.04
H 3.68 -0.01 2.85
N -1.08 1.24 2.44
N 0.46 -0.65 1.39
O -1.29 -1.88 0.72
O 2.90 -2.23 2.85
O 1.70 1.44 -2.52
O 0.80 0.25 -4.07
O 3.06 -0.09 2.08
```

These are the Mulliken partial charges, in e, on atoms 1 to 6: C 0.59; C -0.27; C -0.02; C -1.33; C -0.86; C -0.25

***

Entry 4:
ORCA calculation (ωB97M-V/def2-TZVPD) on a structure of composition C10H18N2O5S.

Computed properties:
gap between HOMO and LUMO = 0.32156 Ha
max |F| = 0.15779 Eh/bohr
energy above the lowest of the compared OMol25 structures with the same formula, charge and spin = 930.79 kJ/mol
2S+1 = 1
DFT total energy = -34707.104 eV

```
36
C10H18N2O5S | the Open Molecules 2025 dataset | ωB97M-V/def2-TZVPD
C -2.40 1.31 -0.06
C -0.92 1.06 -0.10
C -3.25 0.53 -1.01
C -3.09 -0.92 -1.09
C -3.87 -1.46 -0.06
C 0.80 -0.70 0.46
C 1.43 0.14 1.74
C 1.71 -0.58 -0.91
C 2.92 0.43 -1.14
C 4.75 -1.49 -1.19
H -2.56 3.07 -1.26
H -1.93 3.42 0.31
H -2.97 1.25 1.03
H -2.89 1.05 -1.92
H -4.34 0.84 -0.94
H -2.01 -1.22 -1.04
H -3.63 -1.32 -1.81
H -5.57 -1.23 1.04
H -1.35 -0.49 0.61
H 0.64 -1.72 0.76
H 2.16 -1.63 -0.90
H 1.05 -0.42 -1.78
H 2.62 1.16 -0.27
H 3.08 0.95 -2.28
H 5.65 -2.28 -0.69
H 5.42 -1.48 -2.35
H 3.67 -2.09 -0.79
H 3.04 -0.86 1.18
N -2.73 2.76 -0.17
N -0.52 -0.21 0.20
O -0.19 1.92 -0.56
O -3.22 -1.90 0.92
O -5.17 -1.53 -0.10
O 1.10 1.15 2.36
O 2.66 -0.59 2.15
S 4.55 0.18 -0.43
```

These are the Mulliken partial charges, in e, on atoms 1 to 6: C 0.13; C 0.54; C -0.99; C -0.20; C 0.38; C -0.18

***

Entry 5:
ORCA calculation (ωB97M-V/def2-TZVPD) on a cluster of 3 separate species, C10H18N2O7 in total.

Computed properties:
gap between HOMO and LUMO = 0.35104 Ha
max |F| = 0.02422 Eh/bohr
2S+1 = 1
DFT total energy = -27966.682 eV

```
37
C10H18N2O7 | the Open Molecules 2025 dataset | ωB97M-V/def2-TZVPD
C -4.13 -1.02 0.78
C -2.96 -1.14 0.58
C -1.53 -1.22 0.31
C -0.92 0.20 0.35
C -0.79 0.74 -1.07
C -0.50 2.24 -1.12
C -1.76 3.03 -1.49
O 0.51 2.54 -2.09
O 0.34 0.17 1.02
C 0.44 0.90 2.14
O -0.06 1.98 2.33
H -5.09 -0.65 1.04
H -1.05 -1.88 1.04
H -1.39 -1.68 -0.67
H -1.65 0.84 0.85
H -0.06 0.15 -1.62
H -1.76 0.57 -1.55
H -0.12 2.62 -0.18
H -1.55 4.09 -1.37
H -1.97 2.86 -2.54
H -2.62 2.73 -0.89
H 0.52 1.83 -2.75
H 1.04 0.42 2.92
C 1.71 -2.05 5.63
N 1.87 -2.32 4.17
O 0.89 -2.22 3.47
O 2.98 -2.62 3.79
H 0.67 -1.79 5.81
H 1.99 -2.95 6.16
H 2.37 -1.22 5.88
C 2.71 -0.86 -4.55
N 1.28 -0.58 -4.25
O 0.55 -1.52 -4.03
O 0.94 0.58 -4.25
H 2.87 -1.93 -4.51
H 2.92 -0.46 -5.54
H 3.30 -0.35 -3.80
```

These are the Mulliken partial charges, in e, on atoms 1 to 6: C -0.07; C -0.46; C -0.52; C 0.05; C -0.96; C 0.58

***

Entry 6:
ORCA calculation (ωB97M-V/def2-TZVPD) on the ion C10H18N3S with charge +1.

Computed properties:
gap between HOMO and LUMO = 0.35838 Ha
max |F| = 0.09095 Eh/bohr
energy above the lowest of the compared OMol25 structures with the same formula, charge and spin = 174.19 kJ/mol
2S+1 = 1
charge = +1
DFT total energy = -25959.349 eV

```
32
C10H18N3S | the Open Molecules 2025 dataset | ωB97M-V/def2-TZVPD
C 1.70 -1.59 -1.34
C 0.69 -1.01 -0.64
C 2.41 0.28 -0.54
C -3.23 -0.92 0.80
C -3.02 0.00 -0.45
C -2.19 -0.84 1.89
C -2.54 1.36 0.06
C -1.86 0.57 2.30
C 3.21 1.45 -0.09
C 3.98 -0.88 -2.02
N 2.73 -0.73 -1.32
N 1.15 0.17 -0.15
N -1.41 1.24 1.07
S 0.03 1.63 0.65
H 1.64 -2.43 -1.97
H -0.40 -1.29 -0.41
H -4.14 -0.64 1.25
H -3.17 -1.95 0.46
H -2.32 -0.23 -1.14
H -3.91 0.26 -0.98
H -2.54 -1.33 2.83
H -1.27 -1.22 1.46
H -2.05 1.83 -0.85
H -3.27 2.04 0.41
H -2.91 1.00 2.54
H -1.08 0.61 3.12
H 4.31 1.09 0.00
H 3.25 2.18 -0.92
H 3.12 2.15 0.77
H 4.50 -1.88 -1.94
H 3.82 -0.66 -3.11
H 4.78 -0.24 -1.75
```

These are the Mulliken partial charges, in e, on atoms 1 to 6: C -1.01; C 0.08; C 1.03; C -0.73; C -0.62; C -0.44

***

Entry 7:
ORCA calculation (ωB97M-V/def2-TZVPD) on the molecule C10H18N4O4S.

Computed properties:
gap between HOMO and LUMO = 0.34530 Ha
max |F| = 0.11436 Eh/bohr
energy above the lowest of the compared OMol25 structures with the same formula, charge and spin = 150.50 kJ/mol
2S+1 = 1
DFT total energy = -35647.981 eV

```
37
C10H18N4O4S | the Open Molecules 2025 dataset | ωB97M-V/def2-TZVPD
O -2.23 1.39 4.84
O 3.66 0.10 -2.77
O 2.08 0.90 2.62
O 0.64 -2.35 -0.77
S -2.74 2.05 1.65
C -1.03 1.65 4.94
C 3.25 0.86 -1.93
C 1.01 0.53 2.11
C 1.74 -1.84 -0.65
N 4.03 1.97 -1.68
N 2.89 -2.44 -0.99
N -0.14 1.44 3.98
N 0.86 -0.10 0.93
C -0.62 2.47 6.09
C 2.88 -3.80 -1.61
C -0.96 2.23 2.01
C 1.96 0.78 -1.02
C -0.39 0.95 2.68
C 1.90 -0.40 -0.05
H -3.19 1.79 2.94
H 4.93 2.04 -1.99
H 3.77 2.52 -0.84
H 3.77 -1.90 -1.12
H 0.91 1.54 4.33
H 0.02 -0.64 0.89
H -1.48 2.43 6.76
H -0.39 3.54 5.69
H 0.25 1.92 6.58
H 2.03 -4.54 -1.41
H 3.81 -4.32 -1.24
H 2.93 -3.73 -2.68
H -0.75 3.10 2.66
H -0.51 2.39 1.06
H 1.12 0.59 -1.76
H 1.90 1.66 -0.37
H -1.16 0.27 2.75
H 2.82 -0.42 0.55
```

These are the Mulliken partial charges, in e, on atoms 1 to 6: O -0.68; O -0.61; O -0.72; O -0.66; S -0.26; C 0.67